Here is 2 unconnected molecules or ions with the total composition CBrIN4 from OMol25. Energies are from the ωB97M-V functional and the def2-TZVPD basis.

For the energy above the lowest of the compared OMol25 structures with the same formula, charge and spin, the calculation gives 34.7 kcal/mol. As for the gap between HOMO and LUMO: 8.97 eV. The value obtained for the electronic energy is -85136.360 eV.

```
7
Properties=species:S:1:pos:R:3:forces:R:3:lowdin_charge:R:1
I -0.0957 -3.1632 0.1055 0.384 0.515 -0.343 0.868
Br 0.9965 1.1045 1.8307 -0.046 0.609 -0.315 0.618
N -0.4280 0.7322 0.7157 0.487 -2.529 1.561 -0.483
N -1.6443 2.0358 -0.7424 0.026 0.365 -0.504 0.208
N -0.9632 1.4850 -0.0397 -0.628 1.684 -0.535 -0.331
N 1.2880 -0.6086 -1.1264 0.762 0.989 -0.738 0.033
C 0.8468 -1.5857 -0.7435 -0.985 -1.633 0.875 -0.914
```
Forces are in eV/Å.



Here is a molecular structure, C7H9NO2 from OMol25. Energies are from the ωB97M-V functional and the def2-TZVPD basis.

For the energy above the lowest of the compared OMol25 structures with the same formula, charge and spin, the calculation gives 198.2 kcal/mol. As for the gap between HOMO and LUMO: 9.41 eV. The value obtained for the electronic energy is -12981.900 eV.

```
19
Properties=species:S:1:pos:R:3:forces:R:3:lowdin_charge:R:1
O 1.2785 0.0817 -1.8945 4.652 -2.574 -2.100 0.129
O 2.4829 -1.1095 1.3019 -9.244 -2.218 8.616 0.100
N -1.7502 0.0814 1.6316 0.165 0.101 -1.062 0.026
C -1.4337 0.7312 0.3268 -1.928 -1.349 4.825 -0.076
C -0.7971 -0.8905 1.7058 2.350 -3.871 4.909 -0.157
C 1.4054 -1.6593 0.5662 0.433 13.641 -2.636 -0.201
C -0.3065 1.8699 -2.1471 -1.749 1.656 2.917 -0.047
C 0.2358 -0.8552 0.8271 -4.643 2.860 -2.950 -0.106
C 0.3740 0.6266 -1.4503 -6.112 4.001 1.663 -0.497
C -0.3676 0.2244 -0.2056 5.024 -3.031 0.987 -0.108
H -2.4490 0.2916 2.4326 1.730 -0.370 -2.566 0.186
H -2.2584 1.1696 -0.0287 -2.385 2.491 -1.578 0.071
H 1.4453 -1.8927 -0.5877 1.091 2.531 0.943 0.183
H -0.6700 -1.7802 2.6673 -0.958 3.179 -2.780 0.199
H -1.5948 1.4399 -2.2414 4.222 1.817 -0.614 0.172
H 1.3527 -2.5113 0.5611 -1.603 -16.576 3.194 -0.023
H -0.3837 2.8579 -1.2670 0.085 -3.198 -2.521 0.144
H 3.0387 -1.0190 0.7282 10.776 2.124 -9.670 -0.069
H 0.3977 2.3434 -2.9261 -1.906 -1.214 0.424 0.074
```
Forces are in eV/Å.